[1]
The ion C6H3Cl2F3NO with charge +1 in a non-equilibrium geometry, computed with wB97M-V/def2-TZVPD.

Geometry (Å):
O -2.60746 -0.60174 3.29994
Cl -3.31776 0.04691 1.84394
H 0.92047 1.68056 -1.55464
C -0.61689 -0.36613 0.62472
Cl -1.22599 3.80133 -1.01136
H 1.31735 -0.19264 -0.55900
N -1.78239 1.69368 0.35574
H -0.64830 -1.34726 1.04568
C -0.88871 2.25914 -0.43541
C -1.68315 0.47728 0.76317
C 0.19476 1.46069 -0.84057
F -4.02514 -2.27605 3.11043
F -2.00766 -2.64278 2.64970
F -2.56850 -2.17712 4.73489
C 0.41413 0.23619 -0.25329
C -2.81174 -1.91356 3.41766

electronic energy = -1579.9980 Ha
maximum force = 3.87 eV/Å
multiplicity = 1
net charge = +1

---

[2]
The ion C6H3F3NOS with charge -1 in a non-equilibrium geometry, computed with wB97M-V/def2-TZVPD.

Geometry (Å):
C 0.99675 0.01861 1.07629
N -0.58088 1.80229 1.46205
C 0.66368 -0.51785 -0.18901
F -0.85205 -1.84301 -2.61343
H 0.99008 1.31826 2.75422
F 1.19284 -2.05914 -3.29871
O -0.75477 2.97195 2.13578
F 0.47880 -3.42507 -1.83698
C 0.41103 0.94326 1.82781
H -1.31493 0.68983 -0.14179
S -2.72892 2.61098 0.19872
C -1.49964 1.50051 0.46242
C 0.80856 -1.24374 -1.18159
C 0.41408 -2.07262 -2.19020
H 1.77537 -0.69427 1.53439

electronic energy = -1058.1083 Ha
maximum force = 5.20 eV/Å
multiplicity = 1
net charge = -1
SMILES string = [O-]N(C=S)/C=C\C#CC(F)(F)F

---

[3]
A structure of composition C6H3FeO5 in a non-equilibrium geometry, computed with wB97M-V/def2-TZVPD.

Geometry (Å):
O -2.36293 1.09473 -2.32886
C -1.74143 0.88187 -1.33830
C -0.33058 1.21486 0.36610
O -0.92154 1.78540 -0.73275
C 0.30277 -2.56321 0.04502
C -0.77822 -0.16593 0.40193
C 0.36809 -1.12681 0.43905
H -0.31245 1.85865 1.24578
O -1.63969 -0.29193 -0.70188
H 2.56082 -0.93792 0.37480
C 1.58414 -0.44627 0.33290
Fe 2.86995 2.11864 -0.26324
H -0.69649 -0.86849 1.53295
O -0.39644 -3.40744 0.48001
O 1.49399 0.85386 0.14650

electronic energy = -1868.6937 Ha
maximum force = 5.38 eV/Å
multiplicity = 7
net charge = +3
⟨S²⟩ = 12.017

---

[4]
An isolated molecule of C6H3N in a non-equilibrium geometry, computed with wB97M-V/def2-TZVPD.

Geometry (Å):
C -0.03038 1.10253 0.07554
C -1.54571 -1.54385 -0.36411
H -2.27488 -2.18057 -0.71877
N 2.83487 -0.50456 -0.50252
C 0.46735 -0.20784 0.54112
H 0.52367 -0.21596 1.68985
C 1.85319 -0.44372 0.06935
C -0.49570 -1.14002 0.07859
H -0.93337 2.95001 -0.60100
C -0.39904 2.18397 -0.26805

electronic energy = -285.0041 Ha
maximum force = 3.59 eV/Å
multiplicity = 1
SMILES string = C#CC(C#C)C#N